Formula: C5H8N3O
Source: the OMol25 dataset
Level of theory: ωB97M-V with the def2-TZVPD basis set

Net charge = +1
E_HOMO = -13.89 eV
Electronic energy = -434.4605 Ha
LUMO level = -4.970 eV
Energy relative to the best compared isomer or geometry (same formula, charge and spin) = 85.1 kcal/mol
Frontier orbital gap = 0.3278 Eh
Molar mass = 126.1 g/mol

Structure (XYZ):
```
17
Properties=species:S:1:pos:R:3:forces:R:3
C 1.762 1.460 0.653 -2.31 -1.22 0.51
C 1.258 -0.208 2.023 -4.78 1.44 -2.76
C 0.570 0.596 0.982 3.62 -1.52 1.89
C -0.774 -2.290 -1.841 2.06 -2.76 -0.74
C -0.756 0.529 0.426 0.96 1.13 1.51
N 2.774 1.219 1.421 0.31 1.47 -1.80
N -1.453 -1.304 -1.570 -2.32 2.57 -0.15
N -1.130 1.519 -0.332 -2.33 0.65 -1.32
O 2.423 0.197 2.224 1.79 -0.49 1.47
H 1.782 2.189 -0.125 0.43 0.47 -0.16
H 0.875 -0.937 2.683 -0.25 -0.87 0.44
H -0.867 -3.077 -2.628 -0.49 0.88 0.27
H 0.105 -2.448 -1.225 0.19 -0.21 0.23
H -1.579 -0.137 0.793 1.35 0.24 -0.69
H -2.254 -1.116 -2.207 0.55 -0.57 0.37
H -2.110 1.376 -0.725 1.89 0.87 0.51
H -0.627 2.432 -0.551 -0.69 -2.08 0.40
```
Forces are in eV/Å.